Below is a single C3H4N2O molecule at a distorted geometry, with properties calculated with the ωB97M-V functional and the def2-TZVPD basis.

Geometry (Å):
C -1.08975 -0.88963 0.34946
C 0.03890 0.00299 0.04599
C 1.29061 0.20756 -0.54430
H -1.13452 -1.81177 -0.15648
H -1.08133 -1.54943 1.28790
H -2.07235 -0.37500 0.26199
H 1.83322 -0.41065 -1.31320
N 0.70366 2.16786 0.15315
N -0.08208 1.20797 0.59781
O 1.59365 1.45010 -0.68234

Summary:
LUMO = 0.72 eV
strongest force on any atom = 5.8 eV/A
ΔE to the lowest compared entry with this formula, charge and spin = 374.7 kJ/mol
orbital gap = 10.6 eV
structure (SMILES) = Cc1conn1
calculated total energy = -8200.002 eV
total charge = 0

---

Below is 2 unconnected molecules or ions with the total composition C3H4N2O, with properties calculated with the ωB97M-V functional and the def2-TZVPD basis.

Geometry (Å):
O 2.26373 -0.12117 -0.00904
C 1.04213 0.16638 0.26248
C 0.14648 -0.90016 -0.12798
N -1.06952 -0.15638 -0.25892
C -0.81911 1.09664 0.15029
N 0.43273 1.35079 0.50381
H 1.49664 -0.98883 -0.66053
H 0.08122 -1.78872 0.49996
H -1.97779 -0.51284 -0.50810
H -1.59650 1.85429 0.14802

Summary:
LUMO = 0.53 eV
strongest force on any atom = 0.3 eV/A
ΔE to the lowest compared entry with this formula, charge and spin = 334.5 kJ/mol
orbital gap = 9.4 eV
calculated total energy = -8200.419 eV
total charge = 0